Density functional theory data (ωB97M-V/def2-TZVPD) for C5H14NP in the gas phase.

Output
* highest occupied orbital energy (alpha / beta): -4.528 / -8.732 eV
* expectation value of S²: 2.0088
* E_LUMO (alpha / beta): 1.09 / -1.31 eV
* frontier orbital gap (alpha / beta): 0.207 / 0.273 hartree

Geometry as ORCA input:
```
! RIJCOSX wB97M-V def2-TZVPD def2/J DEFGRID3
* xyz 0 3
C -2.54801 -1.17948 -0.68258
C 2.99209 -0.74087 -0.67858
C -2.36111 1.51929 -0.09474
C 1.41599 -0.75676 -0.27964
C 0.68187 0.55745 -0.13580
N -1.67300 -0.13157 1.72015
P -1.48954 -0.05834 0.06166
H -2.45554 -2.28093 -0.30222
H -2.46123 -1.15794 -1.73314
H 3.67306 -0.31979 0.01761
H 3.37179 -1.74482 -0.60704
H 3.24040 -0.29085 -1.70485
H -3.17589 1.44148 0.50609
H -1.71018 2.42456 -0.01502
H -2.83358 1.45666 -1.04552
H 1.42931 -1.29868 0.61873
H 0.73259 -1.19565 -0.99429
H 1.04938 1.14993 0.68521
H 0.68018 1.10230 -1.09239
H -1.12022 0.57741 2.10960
H -1.41102 -0.91575 2.30605
*
```

---

Density functional theory data (ωB97M-V/def2-TZVPD) for 2 unconnected molecules or ions with the total composition C5H14NS.

Output
* highest occupied orbital energy (alpha / beta): -3.120 / -7.850 eV
* expectation value of S²: 0.7533
* E_LUMO (alpha / beta): 0.44 / 0.36 eV
* frontier orbital gap (alpha / beta): 0.131 / 0.302 hartree

Geometry as ORCA input:
```
! RIJCOSX wB97M-V def2-TZVPD def2/J DEFGRID3
* xyz 0 2
C 1.10778 1.50578 -2.04210
C 1.39775 0.82655 -0.67927
C 0.69274 1.55104 0.47080
S 1.09769 0.85262 2.08635
H 1.58028 0.95552 -2.80374
H 1.33436 2.60967 -2.06412
H 0.01694 1.55172 -2.25463
H 1.04780 -0.21387 -0.67915
H 2.46676 0.66113 -0.48800
H -0.38703 1.52200 0.35872
H 0.96848 2.62954 0.42651
H 0.07704 1.47968 2.69490
C -1.75213 -1.67713 0.87677
C -2.33045 -1.83960 -0.33870
N -0.33219 -1.82074 1.07510
H -2.27082 -1.27880 1.72195
H -3.35602 -1.69609 -0.51095
H -1.68617 -2.12238 -1.24604
H -0.06570 -2.57720 1.67099
H 0.23927 -1.93420 0.23896
H 0.15361 -0.98526 1.48566
*
```

---

Density functional theory data (ωB97M-V/def2-TZVPD) for 2 unconnected molecules or ions with the total composition C5H14NS.

Output
* highest occupied orbital energy: -13.187 eV
* E_LUMO: -4.67 eV
* frontier orbital gap: 0.313 hartree

Geometry as ORCA input:
```
! RIJCOSX wB97M-V def2-TZVPD def2/J DEFGRID3
* xyz 1 1
C -1.41040 1.05568 -2.18482
C -0.26790 0.09660 -1.86096
C 1.92121 1.13573 -1.53397
N 0.80448 0.74592 -1.08846
H -1.93459 1.37279 -1.28708
H -1.04506 1.93275 -2.71818
H -2.10663 0.52464 -2.83024
H -0.65526 -0.68596 -1.20971
H 0.17693 -0.32357 -2.75891
H 2.65299 1.57557 -0.86906
H 2.15716 1.00685 -2.58396
H 0.52835 0.97363 -0.11777
C -0.68097 -1.94201 2.59865
C 0.36359 -0.94619 2.09893
S -0.36216 0.76169 2.00657
H -1.54142 -1.94371 1.93003
H -1.03672 -1.70246 3.59806
H -0.20825 -2.92299 2.61299
H 1.24881 -0.92928 2.72762
H 0.66435 -1.23009 1.08980
H 0.73150 1.44439 2.38046
*
```

---

Density functional theory data (ωB97M-V/def2-TZVPD) for a gas-phase ion, C5H14NS (charge +1).

Output
* highest occupied orbital energy: -11.649 eV
* E_LUMO: -3.69 eV
* structure (SMILES): CSCC[C@H](C)[NH3+]
* frontier orbital gap: 0.293 hartree

Geometry as ORCA input:
```
! RIJCOSX wB97M-V def2-TZVPD def2/J DEFGRID3
* xyz 1 1
C -0.86205 0.58999 -2.24083
C 0.06809 -0.22501 -1.34744
C -0.53614 -0.16020 0.06904
C 0.37838 -0.76200 1.22379
S 1.61130 0.43396 2.11278
C 0.81185 1.63689 2.99713
N 0.12400 -1.69312 -1.81159
H -1.87143 -0.05103 -2.15267
H -0.59982 0.91946 -3.24964
H -0.96737 1.64969 -1.86524
H 1.07322 0.10950 -1.34457
H -0.69380 0.89352 0.30085
H -1.54882 -0.53488 0.26733
H -0.33645 -1.09797 2.05475
H 0.94647 -1.61459 0.97772
H 0.44167 1.57839 4.03433
H -0.14231 2.14083 2.55998
H 1.55748 2.44678 3.04938
H -0.75554 -2.16873 -1.90416
H 0.67574 -1.72447 -2.61050
H 0.62552 -2.36701 -1.12044
*
```

---

Density functional theory data (ωB97M-V/def2-TZVPD) for 3 unconnected molecules or ions with the total composition C5H14NS2.

Output
* highest occupied orbital energy: -12.276 eV
* E_LUMO: -8.49 eV
* frontier orbital gap: 0.139 hartree

Geometry as ORCA input:
```
! RIJCOSX wB97M-V def2-TZVPD def2/J DEFGRID3
* xyz 1 1
N 0.46380 -3.06600 2.83346
C 1.63569 -2.55132 -1.28762
C 2.69558 -1.83756 -0.80715
S 0.25137 0.16061 0.74467
S -0.86177 -0.01252 -0.95993
C -1.25047 1.67278 -1.38015
C -1.71428 2.39434 -0.08355
C -0.62915 3.35623 0.47903
H -0.48811 -3.36671 2.64098
H 0.90739 -3.60525 3.63276
H 0.99948 -2.72948 1.99776
H 0.64718 -2.51253 -0.81793
H 1.71631 -3.14137 -2.25827
H 3.71756 -2.18844 -1.04397
H 2.64089 -1.01777 -0.10601
H -2.05981 1.73234 -2.12267
H -0.32018 2.28965 -1.79045
H -1.95475 1.57835 0.63978
H -2.69171 3.04528 -0.34036
H 0.26831 2.79689 0.74203
H -0.26371 3.99031 -0.34193
H -1.02336 4.01438 1.25504
*
```

---

Density functional theory data (ωB97M-V/def2-TZVPD) for 2 unconnected molecules or ions with the total composition C5H14NS2.

Output
* highest occupied orbital energy: -11.490 eV
* E_LUMO: -5.27 eV
* frontier orbital gap: 0.229 hartree

Geometry as ORCA input:
```
! RIJCOSX wB97M-V def2-TZVPD def2/J DEFGRID3
* xyz 1 1
C -0.24430 2.98122 1.49917
C -0.66593 1.54150 1.77144
S -1.65530 0.98118 0.29942
S -1.90967 -1.04366 0.66005
H -1.12404 3.62018 1.36847
H 0.30970 3.06036 0.56368
H 0.30508 3.38177 2.34990
H -1.38668 1.48211 2.58201
H 0.18778 0.87782 1.86269
H -0.29085 -1.32906 -0.28727
C 1.83580 -2.05982 0.15038
C 1.12960 -1.07798 -0.72804
C 0.05921 -1.53720 -1.51928
N -0.83977 -0.56386 -2.17423
H 2.57581 -2.65581 -0.38669
H 2.30680 -1.57418 0.99962
H 1.09604 -2.73574 0.58621
H 1.41353 -0.03405 -0.81378
H 0.10303 -2.47881 -2.05303
H -0.49251 0.35080 -1.82821
H -0.93921 -0.60087 -3.18845
H -1.77414 -0.58589 -1.71404
*
```

---

Density functional theory data (ωB97M-V/def2-TZVPD) for 2 unconnected molecules or ions with the total composition C5H14NSe.

Output
* highest occupied orbital energy: -11.717 eV
* E_LUMO: -3.20 eV
* frontier orbital gap: 0.313 hartree

Geometry as ORCA input:
```
! RIJCOSX wB97M-V def2-TZVPD def2/J DEFGRID3
* xyz 1 1
C -1.55092 -2.46644 -0.31593
C 0.74322 -2.55501 -1.30597
C 0.72746 3.72920 1.58051
C -0.44485 -0.49161 -1.09550
C 0.29213 0.83662 0.95072
N -0.38171 -1.78330 -0.93818
Se 0.90191 2.40401 0.14297
H -1.31111 -2.47578 0.65518
H -2.50153 -2.03612 -0.37749
H -1.74747 -3.40766 -0.72876
H 1.35422 -2.00521 -1.93661
H 1.42490 -2.54883 -0.38539
H 0.52512 -3.42685 -1.87188
H 1.45215 3.64211 2.48951
H 0.76053 4.68925 1.31575
H -0.18722 3.68628 2.22773
H 0.35486 -0.08667 -1.58968
H -1.22973 0.20562 -1.05926
H 1.28962 0.20057 1.00099
H -0.22744 1.04089 1.82024
H -0.24416 2.84893 -0.57894
*
```

---

Density functional theory data (ωB97M-V/def2-TZVPD) for 2 unconnected molecules or ions with the total composition C5H14O.

Output
* highest occupied orbital energy: -10.026 eV
* E_LUMO: 0.98 eV
* structure (SMILES): CC(C)O.CC
* frontier orbital gap: 0.405 hartree

Geometry as ORCA input:
```
! RIJCOSX wB97M-V def2-TZVPD def2/J DEFGRID3
* xyz 0 1
C 0.46859 0.92378 2.27783
C -0.49799 2.12403 2.18082
H -0.12553 0.20362 2.80158
H 0.86296 0.50743 1.36038
H 1.22412 1.10188 3.04552
H 0.02566 3.09100 2.22199
H -1.17285 2.09856 3.02869
H -0.90078 2.22746 1.17051
C 0.27879 -1.26912 -1.74758
C 0.49662 0.22361 -1.91286
C -0.34452 -1.68716 -0.43565
O -0.45362 -1.77888 -2.90518
H 1.23374 -1.72479 -2.03230
H 1.41102 0.43691 -1.34594
H -1.20939 -1.08573 -0.19440
H -0.77458 -2.67119 -0.65853
H 0.34621 -1.91178 0.36570
H -1.26020 -2.27086 -2.73510
H -0.25894 0.92113 -1.54334
H 0.65065 0.54011 -2.94214
*
```

---

Density functional theory data (ωB97M-V/def2-TZVPD) for 2 unconnected molecules or ions with the total composition C5H14O.

Output
* highest occupied orbital energy: -10.419 eV
* E_LUMO: 0.86 eV
* structure (SMILES): CCC(C)C.O
* frontier orbital gap: 0.415 hartree

Geometry as ORCA input:
```
! RIJCOSX wB97M-V def2-TZVPD def2/J DEFGRID3
* xyz 0 1
C -1.26513 -1.26995 1.24844
C -0.09125 -0.31479 1.37540
C -0.01074 0.83816 0.40754
C -1.01337 0.92077 -0.68053
C 1.47224 0.92453 -0.10522
H -2.21127 -0.90201 1.53029
H -1.22527 -1.45256 0.08925
H -0.94282 -2.08747 1.90838
H 0.01804 0.08724 2.43099
H 0.90539 -0.94534 1.30404
H -0.03140 1.72555 1.01477
H -0.64098 0.38501 -1.65099
H -1.36783 1.99605 -0.86815
H -1.99695 0.29704 -0.50261
H 1.89018 0.27563 -0.74913
H 2.15417 0.92239 0.71286
H 1.54304 1.77121 -0.65928
H 1.13886 -0.33141 -1.86341
H 0.90113 -1.90578 -2.38899
O 0.77400 -0.93429 -2.55366
*
```

---

Density functional theory data (ωB97M-V/def2-TZVPD) for 3 unconnected molecules or ions with the total composition C5H14O2.

Output
* highest occupied orbital energy: -8.866 eV
* E_LUMO: 0.63 eV
* structure (SMILES): CC=C(C)C.O.O
* frontier orbital gap: 0.349 hartree

Geometry as ORCA input:
```
! RIJCOSX wB97M-V def2-TZVPD def2/J DEFGRID3
* xyz 0 1
C 0.56191 2.12133 1.41359
C 0.60980 1.24098 0.15629
C 0.39310 -0.05753 0.19915
C 0.22083 -1.06104 -0.92264
C 0.92648 2.01058 -1.11850
H -0.37914 2.70630 1.45959
H 1.40165 2.69226 1.72878
H 0.15152 1.50027 2.24407
H 0.09614 -0.49434 1.16947
H 1.10217 -1.02464 -1.62200
H -0.08950 -1.97861 -0.42350
H -0.69355 -0.85080 -1.49805
H -0.03639 2.19144 -1.63864
H 1.28638 1.30833 -1.88848
H 1.64919 2.80505 -1.12305
H -3.73841 -0.27434 -0.98384
H -3.21013 0.43455 -2.18323
O -3.05573 -0.37037 -1.64876
H 0.64927 -3.65590 1.87556
H 1.50189 -4.81402 2.24114
O 0.65252 -4.42951 2.56303
*
```

---

The records above yield energy relative to the best compared isomer or geometry (same formula, charge and spin) values of 2.788, 3.274, 0.899, 2.062, 5.491, 4.247, 3.340, 1.256, 2.103, 1.590 eV, respectively.
The records above yield F_max values of 4.60, 4.29, 0.56, 5.19, 3.92, 3.56, 5.25, 2.06, 3.86, 3.76 eV Å⁻¹, respectively.